The following is a DFT calculation (ωB97M-V/def2-TZVPD) of 9 unconnected molecules or ions with the total composition C11H38O9 at a distorted geometry.

Bonds (Å) are listed after each position.
Element x y z (Å)
1 O -27.982 -22.686 -18.070  C14 1.396, H54 0.960
2 O -29.907 -19.015 -17.873  C16 1.398, H55 0.960
3 O -32.532 -25.487 -13.162  C13 1.226
4 O -25.058 -18.663 -16.266  C19 1.432, H46 0.960
5 O -27.947 -19.910 -20.021  C20 1.421, H36 0.960
6 O -27.096 -22.257 -14.417  C11 1.383, H34 0.960
7 O -26.500 -25.660 -17.088  C17 1.433, H56 0.960
8 O -24.516 -23.118 -21.657  C18 1.418, H27 0.960
9 O -33.104 -24.679 -20.048  C15 1.407, H38 0.960
10 C -30.560 -26.674 -13.852  C13 1.504, H29 1.090, H39 1.090, H49 1.090
11 C -26.127 -21.681 -15.217  O6 1.383, H23 1.090, H32 1.090, H48 1.090
12 C -30.824 -24.216 -14.325  C13 1.516, H24 1.090, H28 1.090, H31 1.090
13 C -31.453 -25.468 -13.746  O3 1.226, C10 1.504, C12 1.516
14 C -29.041 -22.169 -17.320  O1 1.396, H21 1.090, H37 1.090, H41 1.090
15 C -32.624 -23.522 -19.408  O9 1.407, H25 1.090, H43 1.090, H44 1.090
16 C -29.710 -18.488 -16.594  O2 1.398, H22 1.090, H47 1.090, H58 1.090
17 C -26.960 -25.757 -15.734  O7 1.433, H45 1.090, H50 1.090, H51 1.090
18 C -25.132 -22.316 -20.663  O8 1.418, H30 1.090, H40 1.090, H52 1.090
19 C -25.727 -18.811 -17.524  O4 1.432, H26 1.090, H35 1.090, H53 1.090
20 C -27.271 -18.901 -20.760  O5 1.421, H33 1.090, H42 1.090, H57 1.090
21 H -29.943 -22.062 -17.922  C14 1.090
22 H -30.490 -17.768 -16.348  C16 1.090
23 H -26.416 -21.644 -16.268  C11 1.090
24 H -31.562 -23.418 -14.410  C12 1.090
25 H -31.552 -23.654 -19.256  C15 1.090
26 H -25.655 -17.984 -18.231  C19 1.090
27 H -24.663 -22.606 -22.456  O8 0.960
28 H -30.398 -24.395 -15.312  C12 1.090
29 H -30.161 -26.810 -14.857  C10 1.090
30 H -25.647 -22.778 -19.821  C18 1.090
31 H -30.094 -23.969 -13.554  C12 1.090
32 H -25.149 -22.125 -15.031  C11 1.090
33 H -28.003 -18.189 -21.140  C20 1.090
34 H -26.898 -22.021 -13.508  O6 0.960
35 H -26.755 -19.158 -17.416  C19 1.090
36 H -28.506 -19.480 -19.369  O5 0.960
37 H -29.243 -22.952 -16.590  C14 1.090
38 H -33.460 -25.284 -19.393  O9 0.960
39 H -30.997 -27.578 -13.429  C10 1.090
40 H -25.996 -21.841 -21.130  C18 1.090
41 H -28.674 -21.190 -17.011  C14 1.090
42 H -26.536 -18.299 -20.225  C20 1.090
43 H -32.726 -22.635 -20.033  C15 1.090
44 H -33.093 -23.352 -18.438  C15 1.090
45 H -26.569 -25.131 -14.933  C17 1.090
46 H -25.572 -18.167 -15.625  O4 0.960
47 H -28.746 -17.978 -16.589  C16 1.090
48 H -25.935 -20.709 -14.763  C11 1.090
49 H -29.783 -26.447 -13.123  C10 1.090
50 H -28.028 -25.567 -15.630  C17 1.090
51 H -26.791 -26.681 -15.182  C17 1.090
52 H -24.452 -21.517 -20.366  C18 1.090
53 H -25.200 -19.610 -18.044  C19 1.090
54 H -28.020 -22.223 -18.910  O1 0.960
55 H -30.767 -19.420 -18.012  O2 0.960
56 H -26.712 -24.772 -17.385  O7 0.960
57 H -26.861 -19.392 -21.642  C20 1.090
58 H -29.759 -19.329 -15.903  C16 1.090

The orbital gap comes out at 9.80 eV. Its SMILES is CC(C)=O.CO.CO.CO.CO.CO.CO.CO.CO. For the molar mass, the calculation gives 314.4 g/mol. The value obtained for the energy is -30445.627 eV. As for the LUMO energy: 0.14 eV. The value obtained for the energy above the lowest of the compared OMol25 structures with the same formula, charge and spin is 92.6 kcal/mol. The value obtained for the HOMO energy is -0.355 Eh.

Here are the natural (NBO) charges for atoms 1 to 8, given in e: -0.7462, -0.7577, -0.5475, -0.7266, -0.7560, -0.7302, -0.7155, -0.7130